[1]
Entry from the OMol25 dataset: a molecular structure, C28H41Ge2NNiO5 (the ωB97M-V functional and the def2-TZVPD basis).

Calculated values
2S+1	3
relative energy (zero: lowest compared OMol25 entry of this formula, charge and spin)	8.9	kJ/mol
HOMO level (spin up / spin down)	-8.23 / -8.27	eV
LUMO (spin up / spin down)	0.02 / 0.04	eV

Element x y z (Å)
Ni 0.848 0.884 -1.432
N 2.375 2.035 -2.366
C 3.344 1.370 -3.249
C 2.627 0.569 -4.325
C 1.918 -0.660 -3.759
O 2.234 -1.773 -4.136
O 1.024 -0.433 -2.846
H 1.866 2.758 -2.868
H 2.838 2.483 -1.581
H 3.951 0.705 -2.632
H 4.022 2.096 -3.707
H 3.341 0.239 -5.077
H 1.888 1.207 -4.822
C 3.416 2.262 4.794
O 2.464 3.267 4.480
C 1.863 3.210 3.274
C 0.909 4.229 3.038
C 0.260 4.245 1.846
C 0.482 3.281 0.822
C -0.240 3.413 -0.409
C -1.182 4.576 -0.614
O -0.164 2.627 -1.381
C 1.433 2.238 1.081
O 1.723 1.278 0.272
C 2.121 2.255 2.325
H 3.767 2.485 5.796
H 4.257 2.285 4.097
H 2.956 1.271 4.778
H 0.724 4.964 3.807
H -0.465 5.028 1.672
H -0.680 5.534 -0.481
H -2.004 4.533 0.102
H -1.586 4.513 -1.621
H 2.837 1.462 2.480
C -2.824 1.387 0.900
C -2.899 1.279 -0.616
Ge -1.702 -0.030 -1.506
C -1.749 0.407 -3.422
C -1.678 -0.803 -4.346
C -2.394 -1.800 -1.094
C -1.638 -2.410 -0.173
Ge -0.081 -1.234 0.133
C -0.009 -0.580 2.001
C -0.666 -1.509 3.018
C 1.716 -1.887 -0.367
C 2.318 -2.903 0.604
C -1.990 -3.694 0.471
C -3.305 -4.166 0.479
C -3.624 -5.374 1.076
C -2.638 -6.138 1.686
C -1.332 -5.676 1.699
C -1.018 -4.463 1.101
H -3.614 2.027 1.301
H -1.871 1.813 1.218
H -2.922 0.411 1.381
H -2.744 2.253 -1.084
H -3.908 0.967 -0.911
H -0.970 1.134 -3.655
H -2.703 0.932 -3.551
H -0.750 -1.356 -4.205
H -1.743 -0.503 -5.394
H -2.504 -1.493 -4.154
H -3.312 -2.246 -1.475
H -0.475 0.402 2.048
H 1.044 -0.418 2.242
H -1.708 -1.716 2.764
H -0.652 -1.071 4.019
H -0.161 -2.475 3.079
H 2.346 -0.993 -0.355
H 1.708 -2.255 -1.392
H 2.200 -2.596 1.648
H 3.388 -3.021 0.423
H 1.875 -3.891 0.491
H -4.093 -3.575 0.030
H -4.651 -5.717 1.072
H -2.889 -7.082 2.153
H -0.552 -6.255 2.176
H 0.003 -4.117 1.131

---

[2]
Entry from the OMol25 dataset: 14 unconnected molecules or ions with the total composition C38H63BrCl26F9N3O2S (the ωB97M-V functional and the def2-TZVPD basis).

Calculated values
2S+1	1
HOMO level	-7.17	eV
LUMO	0.25	eV

Element x y z (Å)
C 1.373 -5.041 -1.934
C 1.633 -3.772 -1.607
C 1.926 -2.777 -2.675
C 2.109 -1.362 -2.205
O 0.833 -0.918 -1.799
C 0.786 0.143 -0.837
C 1.057 -0.290 0.611
C 0.248 0.426 1.696
C 1.064 1.014 2.833
F 2.275 1.473 2.436
F 1.355 0.042 3.730
C 0.413 2.255 3.529
F 1.402 2.934 4.131
F -0.095 3.090 2.647
S -0.857 1.927 4.886
F -1.201 0.519 4.272
F 0.253 1.333 5.824
F -0.608 3.377 5.489
F -2.027 2.551 4.005
F -1.919 1.657 6.024
C -0.536 0.775 -1.217
C -1.715 -0.251 -1.249
C -2.292 -1.312 -0.257
C -1.594 -2.620 0.210
Br -3.294 -0.623 1.296
C -0.401 1.142 -2.760
C 0.830 1.411 -3.340
C 0.868 1.774 -4.685
C -0.331 1.851 -5.354
N -1.534 1.599 -4.856
C -1.530 1.266 -3.558
N -0.808 2.060 -0.575
C 0.069 3.162 -0.768
C 1.455 3.106 -0.073
O 2.467 3.049 -1.096
C 3.502 3.992 -0.909
C 4.689 3.595 -1.774
N -1.963 2.295 0.228
C -2.827 3.162 -0.171
C -3.637 3.147 -1.438
C -3.147 4.296 0.761
H 0.727 -5.322 -2.759
H 1.773 -5.837 -1.350
H 1.641 -3.525 -0.549
H 2.813 -3.113 -3.205
H 1.092 -2.800 -3.381
H 2.894 -1.220 -1.463
H 2.386 -0.811 -3.111
H 1.641 0.765 -1.086
H 0.980 -1.369 0.692
H 2.113 -0.149 0.844
H -0.377 -0.312 2.188
H -0.448 1.183 1.340
H -1.491 -0.835 -2.137
H -2.627 0.297 -1.463
H -3.115 -1.678 -0.845
H -2.322 -3.429 0.177
H -1.336 -2.538 1.257
H -0.761 -2.938 -0.411
H 1.768 1.387 -2.816
H 1.797 2.012 -5.170
H -0.300 2.142 -6.400
H -2.519 1.081 -3.177
H -0.390 4.040 -0.319
H 0.269 3.478 -1.796
H 1.565 2.212 0.528
H 1.647 4.013 0.497
H 3.160 4.975 -1.235
H 3.856 4.025 0.116
H 4.406 3.516 -2.819
H 5.487 4.320 -1.640
H 5.061 2.639 -1.412
H -4.521 3.761 -1.307
H -3.094 3.601 -2.271
H -3.984 2.156 -1.701
H -2.805 5.194 0.239
H -4.221 4.404 0.893
H -2.615 4.172 1.695
C 5.549 6.859 1.264
Cl 3.852 6.555 0.862
Cl 6.507 5.377 1.180
H 5.955 7.576 0.562
H 5.595 7.248 2.275
C -2.302 0.212 -7.398
Cl -3.876 -0.176 -8.118
Cl -1.247 -1.205 -7.347
H -1.828 0.980 -7.996
H -2.455 0.571 -6.387
C -6.839 1.584 -2.961
Cl -5.455 0.977 -3.868
Cl -6.601 3.232 -2.361
H -7.712 1.569 -3.601
H -6.986 0.938 -2.108
C -3.887 -4.244 -8.095
Cl -2.577 -5.379 -8.445
Cl -4.194 -4.104 -6.361
H -3.610 -3.266 -8.472
H -4.789 -4.596 -8.579
C 4.160 3.974 4.215
Cl 5.367 3.246 3.158
Cl 4.542 5.670 4.566
H 3.197 3.934 3.723
H 4.130 3.424 5.148
C 5.576 -7.219 2.978
Cl 3.971 -7.814 3.443
Cl 5.705 -5.464 3.133
H 6.306 -7.684 3.630
H 5.756 -7.492 1.945
C 5.362 9.257 6.142
Cl 6.596 8.555 5.086
Cl 5.696 10.951 6.515
H 4.403 9.194 5.642
H 5.343 8.695 7.068
C -0.703 -6.072 3.518
Cl 0.717 -7.145 3.605
Cl -0.690 -4.924 2.144
H -1.591 -6.686 3.428
H -0.734 -5.514 4.442
C 5.834 -10.263 5.498
Cl 7.238 -9.771 4.535
Cl 5.539 -9.153 6.837
H 4.963 -10.270 4.855
H 6.023 -11.252 5.899
C -6.247 3.014 3.523
Cl -6.370 1.878 2.174
Cl -5.614 4.581 3.000
H -7.232 3.161 3.948
H -5.572 2.601 4.264
C -3.469 -2.890 5.415
Cl -4.831 -3.332 4.382
Cl -2.547 -4.304 5.931
H -2.811 -2.246 4.862
H -3.847 -2.386 6.295
C 1.791 -7.065 -5.449
Cl 2.966 -5.778 -5.138
Cl 0.182 -6.664 -4.841
H 1.726 -7.215 -6.519
H 2.130 -7.970 -4.959
C -6.927 -2.381 -1.663
Cl -5.328 -1.641 -1.861
Cl -8.183 -1.236 -1.178
H -7.215 -2.829 -2.607
H -6.854 -3.139 -0.893

---

Values for calculated total energy, a.u., ordered as above
-7184.65987 -17636.13102
Values for maximum force, eV Å⁻¹, ordered as above
0.8 2.8